(i)
Density functional theory data (ωB97M-V/def2-TZVPD) for a 2-piece molecular cluster, C4H11NO2S overall.

```
19
Properties=species:S:1:pos:R:3:mulliken_charge:R:1
O -2.533 -2.090 -0.573 -0.49
C -1.403 -2.172 -1.020 -0.11
N -0.362 -1.292 -0.946 -0.14
C -0.522 -0.073 -0.184 0.31
C 0.170 -0.146 1.182 -0.75
S -0.999 -0.689 2.534 -0.23
C -0.054 1.184 -1.004 -0.93
H -1.320 -2.789 -1.907 0.37
H 0.574 -1.580 -1.241 0.25
H -1.630 0.100 0.004 0.34
H 1.072 -0.788 1.239 0.35
H 0.620 0.800 1.531 0.26
H -2.215 -0.487 1.979 0.14
H 0.465 0.916 -1.940 0.34
H 0.742 1.715 -0.488 -0.04
H -0.930 1.766 -1.170 0.30
H 2.302 2.480 0.536 0.31
H 2.880 1.112 0.784 0.34
O 3.144 2.033 0.684 -0.63
```

SMILES	C[C@H](CS)NC=O.O
orbital gap	9.6	eV
E_HOMO	-9.172	eV
E_LUMO	0.45	eV
charge	0

(ii)
Density functional theory data (ωB97M-V/def2-TZVPD) for one molecule with the formula C4H11NO2S.

```
19
Properties=species:S:1:pos:R:3:mulliken_charge:R:1
C 1.628 -0.294 -0.277 -0.75
C 0.209 0.557 -0.221 0.46
C -0.762 0.202 -1.316 -0.56
C -0.698 0.578 1.044 -0.81
H 0.838 -2.228 -0.385 0.33
H 1.205 -1.820 1.158 0.28
H 1.864 -0.346 -1.458 0.28
H 2.417 0.411 0.221 0.43
H -0.326 3.020 -0.111 0.15
H -0.324 0.514 -2.332 0.30
H -1.638 0.918 -1.281 0.31
H -1.214 -1.327 -0.258 0.38
H -1.527 1.243 1.224 0.47
H -0.075 0.721 1.973 0.40
H -1.483 -0.883 2.151 0.35
N 1.584 -1.677 0.213 -0.67
O -1.343 -1.172 -1.356 -0.56
O -1.240 -0.719 1.170 -0.56
S 0.885 2.300 -0.159 -0.23
```

SMILES	NCC(S)(CO)CO
orbital gap	9.4	eV
E_HOMO	-9.250	eV
E_LUMO	0.20	eV
charge	0

Which one is most stable, and which one is least stable? (i) is the most stable of them, while (ii) is the least stable.

(i)
Density functional theory data (ωB97M-V/def2-TZVPD) for a 2-piece molecular cluster, C2F2I2 overall.

```
6
Properties=species:S:1:pos:R:3:mulliken_charge:R:1
C -0.868 -0.775 0.291 0.22
C -1.713 -0.802 -0.541 0.21
F -0.119 -0.676 1.356 -0.22
F -2.261 -0.965 -1.703 -0.21
I 4.148 -1.365 0.289 0.00
I 5.115 1.036 -0.324 0.00
```

SMILES	FC#CF.II
orbital gap	7.7	eV
E_HOMO	-9.470	eV
E_LUMO	-1.74	eV
charge	0

(ii)
Density functional theory data (ωB97M-V/def2-TZVPD) for one molecule with the formula C2F2I2.

```
6
Properties=species:S:1:pos:R:3:mulliken_charge:R:1
C -0.235 1.384 0.512 0.03
C 0.334 -1.274 -0.535 0.03
F -0.452 2.311 -0.376 -0.07
F 0.305 -2.479 0.045 -0.07
I -1.872 -0.278 0.164 0.01
I 1.920 0.337 0.190 0.06
```

orbital gap	7.2	eV
E_HOMO	-8.527	eV
E_LUMO	-1.36	eV
charge	0

Which one is most stable, and which one is least stable? (i) is the most stable of them, while (ii) is the least stable.